# 1
Density functional theory data (ωB97M-V/def2-TZVPD) for a single C4H5NOS2 molecule in a non-equilibrium geometry.

For the HOMO-LUMO gap, the calculation gives 0.285 Ha. The calculation puts the HOMO energy at -8.20 eV. Its SMILES is N/C=C(/C=S)C(=O)S.

The geometry in XYZ format:
```
13
Properties=species:S:1:pos:R:3:forces:R:3
N -0.18090 2.59359 0.09055 1.171 -0.578 -0.102
C 0.70320 1.58674 0.20564 -1.732 -1.106 -1.858
C 0.29204 0.22193 -0.02589 -4.288 3.392 -0.484
C 1.08348 -0.83250 0.16617 4.985 -3.620 0.776
S 2.79108 -0.76383 -0.12397 -2.431 -0.400 0.631
C -1.17675 0.03450 -0.20654 1.504 -0.625 2.246
O -1.89648 1.00892 -0.23986 -2.105 0.612 -1.384
S -1.98253 -1.54172 0.09810 -1.051 0.772 -0.804
H -1.17256 2.21649 -0.32926 1.823 0.747 1.434
H 0.07459 3.53523 0.41109 -0.117 -0.761 -0.499
H 1.78853 1.57131 0.27754 0.095 1.099 0.808
H 0.64586 -1.78609 0.63817 0.605 1.284 -1.109
H -3.24697 -0.93877 -0.13475 1.542 -0.817 0.345
```
Forces are in eV/Å.

# 2
Density functional theory data (ωB97M-V/def2-TZVPD) for a single C4H5NS molecule in a non-equilibrium geometry.

For the HOMO-LUMO gap (spin up / spin down), the calculation gives 0.261 / 0.261 Ha. The calculation puts the HOMO energy (spin up / spin down) at -7.83 / -7.84 eV. Its SMILES is C=C=C=[N+](C)[S-].

The geometry in XYZ format:
```
11
Properties=species:S:1:pos:R:3:forces:R:3
C 2.48614 1.31538 -0.12806 0.837 0.561 0.153
C 1.28918 0.87382 -0.11828 -3.623 -2.918 -0.879
C 0.19822 0.14330 -0.22850 3.888 2.183 0.587
N -0.97775 -0.07610 0.10926 -0.841 0.924 -0.637
C -1.54916 -1.36571 -0.02080 -3.131 -2.582 0.389
S -2.04441 1.18425 0.58346 -0.118 0.115 0.343
H 2.61018 2.30244 0.21291 0.397 1.274 0.288
H 3.35081 0.77636 -0.41419 0.598 -0.640 -0.237
H -1.21406 -2.09673 -0.79921 0.365 1.233 0.463
H -1.48330 -1.87120 0.96420 0.121 0.238 -0.485
H -2.66585 -1.18582 -0.16078 1.508 -0.388 0.015
```
Forces are in eV/Å.

# 3
Density functional theory data (ωB97M-V/def2-TZVPD) for 2 unconnected molecules or ions with the total composition C4H5NS in a non-equilibrium geometry.

For the HOMO-LUMO gap, the calculation gives 0.376 Ha. The calculation puts the HOMO energy at -9.45 eV. Its SMILES is N=C=S.C#CC.

The geometry in XYZ format:
```
11
Properties=species:S:1:pos:R:3:forces:R:3
N -2.82311 -1.48676 -0.69037 1.723 -1.629 -0.340
C -3.03003 -0.52843 -0.01263 -0.784 -0.365 0.000
S -3.65182 0.67467 0.80043 0.459 -0.001 -0.071
H -2.14240 -2.29281 -0.81114 -1.402 2.010 0.410
C 0.16505 0.09171 0.96895 3.369 1.458 -1.859
C 1.15906 0.45433 0.34446 -1.018 -1.282 0.613
C 2.42352 0.67081 -0.40459 0.621 2.549 0.774
H -0.54369 0.02060 1.72097 -1.136 -0.295 0.669
H 3.00762 -0.18521 -0.64753 0.237 -1.071 0.494
H 3.12325 1.45351 0.11244 -1.322 -1.596 -0.481
H 2.31255 1.12758 -1.38100 -0.748 0.223 -0.208
```
Forces are in eV/Å.

# 4
Density functional theory data (ωB97M-V/def2-TZVPD) for a single C4H5NS molecule in a non-equilibrium geometry.

For the HOMO-LUMO gap (spin up / spin down), the calculation gives 0.270 / 0.295 Ha. The calculation puts the HOMO energy (spin up / spin down) at -8.80 / -9.12 eV.

The geometry in XYZ format:
```
11
Properties=species:S:1:pos:R:3:forces:R:3
C 0.58367 0.40760 0.56702 -0.274 1.408 0.088
C 0.45663 1.51065 1.21523 0.324 -0.678 0.013
C -0.86236 1.19649 0.67089 0.413 -0.342 -1.848
C 1.10862 -0.47628 -0.46930 1.526 -0.005 -0.070
N 0.66912 -0.04030 -1.83333 1.507 1.240 0.811
S 1.37605 1.36938 -2.46064 -0.077 -0.949 0.222
H -1.19477 1.57490 -0.31839 0.186 0.313 0.748
H -1.57689 0.59328 1.14546 -1.106 -0.310 1.013
H 2.22260 -0.49099 -0.31437 -0.781 0.528 -0.860
H 0.90798 -1.51578 -0.30884 -0.880 -0.630 -0.071
H -0.31456 0.12871 -1.85660 -0.838 -0.575 -0.046
```
Forces are in eV/Å.

# 5
Density functional theory data (ωB97M-V/def2-TZVPD) for a molecular structure, C4H5NS2 in a non-equilibrium geometry.

For the HOMO-LUMO gap, the calculation gives 0.297 Ha. The calculation puts the HOMO energy at -9.06 eV.

The geometry in XYZ format:
```
12
Properties=species:S:1:pos:R:3:forces:R:3
C 0.74891 -0.07638 1.11536 -2.707 4.970 2.443
C -0.10150 0.16635 -0.15483 0.711 0.581 -2.720
C -1.21566 -0.83457 -0.52472 1.325 -1.546 2.217
C -0.56428 1.59373 -0.61743 -6.117 4.857 0.107
H 0.32602 0.41861 2.14677 -0.161 -1.526 -2.439
H 0.87123 -1.07928 1.27093 0.793 -2.422 0.246
H 1.59472 0.59242 1.14402 0.907 -0.546 -0.865
H 2.53319 -0.46208 -0.74929 -3.608 0.345 -2.046
H -1.09736 -1.94421 -0.51777 1.634 1.034 0.012
N -1.37008 2.52957 -0.87099 6.595 -6.981 1.738
S 1.00794 -0.33508 -1.61171 3.884 -0.120 1.956
S -2.73314 -0.56908 -0.63034 -3.256 1.353 -0.650
```
Forces are in eV/Å.

# 6
Density functional theory data (ωB97M-V/def2-TZVPD) for a molecular structure, C4H5NaO in a non-equilibrium geometry.

For the HOMO-LUMO gap (spin up / spin down), the calculation gives 0.274 / 0.311 Ha. The calculation puts the HOMO energy (spin up / spin down) at -12.07 / -13.47 eV. Its spin multiplicity is 2. The total charge is +1.

The geometry in XYZ format:
```
11
Properties=species:S:1:pos:R:3:forces:R:3
H 1.35076 1.96992 -0.31298 1.002 -0.277 1.513
C -1.91241 -0.95705 0.46763 0.749 0.348 -0.394
C -0.88666 -0.42646 -0.26578 -1.175 -1.148 0.175
C -0.23822 0.77606 0.08684 0.280 -0.209 1.795
C 1.19105 0.90969 0.05697 -1.575 1.567 -3.995
O 1.95614 0.01689 -0.32801 1.159 -0.489 0.870
Na 4.42937 -0.48723 -0.74936 -0.712 0.129 0.119
H -2.26608 -0.46447 1.37571 -0.008 -0.072 -0.349
H -0.51266 -0.97249 -1.13577 0.092 -0.024 0.412
H -2.30996 -1.94700 0.24255 0.032 0.354 -0.021
H -0.80132 1.58214 0.56221 0.154 -0.179 -0.125
```
Forces are in eV/Å.

# 7
Density functional theory data (ωB97M-V/def2-TZVPD) for a molecular structure, C4H5NdO2 in a non-equilibrium geometry.

For the HOMO-LUMO gap (spin up / spin down), the calculation gives 0.251 / 0.256 Ha. The calculation puts the HOMO energy (spin up / spin down) at -11.95 / -12.03 eV. Its spin multiplicity is 5. The total charge is +1.

The geometry in XYZ format:
```
12
Properties=species:S:1:pos:R:3:forces:R:3
H -0.33239 0.83218 3.03392 0.302 -0.162 0.339
O -0.37139 0.16814 2.33937 0.972 -0.567 -1.205
Nd -0.43842 0.49687 -0.07109 1.117 -0.836 1.175
O 5.01264 -1.51801 1.57130 -0.796 0.193 -0.802
C 4.03278 -1.20594 0.93518 0.699 0.412 1.137
C 2.72053 -1.94162 0.98153 0.080 -1.235 0.284
C 1.58620 -1.00121 1.21462 -1.444 1.617 -1.215
C 0.93553 -0.81232 2.32736 -1.145 -0.650 0.219
H 3.99509 -0.26580 0.33803 0.248 -0.247 -0.088
H 2.76520 -2.75567 1.72230 0.211 0.388 0.094
H 2.70337 -2.50088 0.02679 -0.503 0.512 0.024
H 0.79028 -1.43491 3.21458 0.260 0.575 0.038
```
Forces are in eV/Å.

# 8
Density functional theory data (ωB97M-V/def2-TZVPD) for a gas-phase ion, C4H5O (charge +1).

For the HOMO-LUMO gap, the calculation gives 0.339 Ha. The calculation puts the HOMO energy at -16.08 eV. The total charge is +1.

The geometry in XYZ format:
```
10
Properties=species:S:1:pos:R:3:forces:R:3
O 1.80853 0.70890 0.02140 -0.262 0.143 -0.024
C 0.82946 -0.26457 -0.03128 0.162 -0.639 0.364
C -0.51488 0.34262 0.05246 -0.462 -0.128 -0.034
C -2.18123 0.94624 -0.15359 -0.532 0.200 0.244
C -1.75753 -0.29774 0.08929 0.830 0.099 -0.097
H 2.67828 0.30133 -0.03558 0.162 0.016 -0.001
H 0.88128 -1.00364 0.79548 0.046 0.132 -0.188
H 0.83111 -0.85843 -0.96877 -0.095 0.130 0.131
H -0.51736 1.46661 0.07001 0.075 -0.260 -0.262
H -2.05767 -1.34133 0.16058 0.076 0.307 -0.132
```
Forces are in eV/Å.

# 9
Density functional theory data (ωB97M-V/def2-TZVPD) for a gas-phase ion, C4H5O2 (charge +1) in a non-equilibrium geometry.

For the HOMO-LUMO gap, the calculation gives 0.372 Ha. The calculation puts the HOMO energy at -15.16 eV. The total charge is +1.

The geometry in XYZ format:
```
11
Properties=species:S:1:pos:R:3:forces:R:3
C -1.35996 0.02403 0.05849 -0.103 -0.105 0.425
C -2.24012 0.83185 0.29713 1.101 1.824 0.037
C 1.68046 -0.01500 0.20705 3.277 0.678 1.085
C -0.39517 -1.08900 -0.19693 -2.485 -1.560 -1.322
O 0.91959 -1.01226 0.35516 1.420 1.751 0.033
O 1.58439 1.18859 -0.19247 -1.380 0.306 -0.523
H 0.73830 1.58830 -0.44415 -0.706 -0.206 -0.158
H -2.73177 1.86067 0.48808 0.565 -2.626 -0.422
H 2.77776 0.00150 0.49712 -1.323 -1.751 0.149
H -0.70983 -2.08092 0.22735 -0.248 1.186 -0.298
H -0.26365 -1.29776 -1.29681 -0.118 0.503 0.995
```
Forces are in eV/Å.

# 10
Density functional theory data (ωB97M-V/def2-TZVPD) for a single C4H5O2P molecule in a non-equilibrium geometry.

For the HOMO-LUMO gap, the calculation gives 0.288 Ha. The calculation puts the HOMO energy at -7.67 eV. Its SMILES is C1=C(C[P@@H]2=CO2)O1.

The geometry in XYZ format:
```
12
Properties=species:S:1:pos:R:3:forces:R:3
C -1.58293 -1.44225 -0.58992 0.715 0.417 1.040
C -1.02233 -0.30765 -0.65050 -0.712 0.953 1.793
C -0.50590 1.04086 -0.26999 -0.449 -0.112 -0.774
P 1.10016 0.69347 0.49485 -0.411 2.453 0.826
C 1.68197 -0.90352 0.53511 2.601 -1.433 0.395
O 0.94952 -0.26391 1.74599 -0.711 0.408 0.554
O -1.56383 -0.71859 -1.86948 -0.604 0.135 -2.852
H -1.82674 -2.42942 -0.32803 -0.213 -0.665 0.236
H -0.34093 1.53315 -1.25372 0.069 -0.028 0.586
H -1.23765 1.71087 0.30832 1.177 -1.236 -0.516
H 1.57513 1.98935 0.94935 -0.131 -0.932 -0.267
H 2.77352 -0.90235 0.92803 -1.332 0.040 -1.021
```
Forces are in eV/Å.

# 11
Density functional theory data (ωB97M-V/def2-TZVPD) for 2 unconnected molecules or ions with the total composition C4H5O2PS in a non-equilibrium geometry.

For the HOMO-LUMO gap, the calculation gives 0.325 Ha. The calculation puts the HOMO energy at -8.33 eV. Its SMILES is Sc1occp1.C=O.

The geometry in XYZ format:
```
13
Properties=species:S:1:pos:R:3:forces:R:3
S 3.16982 0.73905 -0.28122 -1.408 -0.258 -0.205
C 1.75633 -0.32167 0.14606 1.156 0.653 -1.076
O 1.72043 -0.57622 1.46425 -0.388 -0.189 -0.496
C 0.72238 -1.43333 1.70481 -1.963 -1.060 -3.831
C -0.04915 -1.89310 0.62631 3.827 3.338 0.530
P 0.62218 -1.05696 -0.91279 0.049 -0.914 2.077
H 2.41521 1.40985 -1.18787 0.508 -0.072 0.221
H 0.59604 -1.67211 2.68119 -0.232 -0.664 2.816
H -0.84944 -2.54094 0.74946 -1.286 -1.027 0.071
C -1.47395 1.50544 -1.62520 0.608 -2.653 3.010
O -1.52621 0.45418 -2.20855 -0.396 0.878 -1.069
H -1.03729 1.35491 -0.53441 -0.441 1.320 -1.576
H -1.93805 2.42978 -1.92794 -0.034 0.647 -0.471
```
Forces are in eV/Å.

# 12
Density functional theory data (ωB97M-V/def2-TZVPD) for a molecular structure, C4H5O2Pt in a non-equilibrium geometry.

For the HOMO-LUMO gap (spin up / spin down), the calculation gives 0.282 / 0.274 Ha. The calculation puts the HOMO energy (spin up / spin down) at -7.36 / -9.65 eV. Its spin multiplicity is 4.

The geometry in XYZ format:
```
12
Properties=species:S:1:pos:R:3:forces:R:3
H 4.19422 0.95768 0.63753 0.418 0.308 0.059
O 3.31947 0.56524 0.66049 3.613 -1.830 1.988
Pt 1.82968 1.45268 0.21250 -4.018 2.321 -1.283
O 1.87927 -1.41082 -5.19337 0.152 0.141 0.643
C 2.06999 -0.96271 -4.09002 -0.088 0.147 -0.537
C 1.86082 -1.76613 -2.82277 -1.097 0.039 0.350
C 2.56004 -1.21251 -1.65333 3.173 -0.964 1.420
C 3.53049 -1.19854 -0.88398 -1.472 -0.124 -2.924
H 2.37829 0.09710 -3.94745 -0.035 -0.201 -0.010
H 2.12975 -2.81622 -3.00934 -0.007 0.351 0.115
H 0.77340 -1.74504 -2.62647 0.193 -0.081 -0.285
H 4.57265 -1.09093 -0.61091 -0.833 -0.107 0.464
```
Forces are in eV/Å.

Please write out number 1 again, unchanged.
Density functional theory data (ωB97M-V/def2-TZVPD) for a single C4H5NOS2 molecule in a non-equilibrium geometry.

For the HOMO-LUMO gap, the calculation gives 0.285 Ha. The calculation puts the HOMO energy at -8.20 eV. Its SMILES is N/C=C(/C=S)C(=O)S.

The geometry in XYZ format:
```
13
Properties=species:S:1:pos:R:3:forces:R:3
N -0.18090 2.59359 0.09055 1.171 -0.578 -0.102
C 0.70320 1.58674 0.20564 -1.732 -1.106 -1.858
C 0.29204 0.22193 -0.02589 -4.288 3.392 -0.484
C 1.08348 -0.83250 0.16617 4.985 -3.620 0.776
S 2.79108 -0.76383 -0.12397 -2.431 -0.400 0.631
C -1.17675 0.03450 -0.20654 1.504 -0.625 2.246
O -1.89648 1.00892 -0.23986 -2.105 0.612 -1.384
S -1.98253 -1.54172 0.09810 -1.051 0.772 -0.804
H -1.17256 2.21649 -0.32926 1.823 0.747 1.434
H 0.07459 3.53523 0.41109 -0.117 -0.761 -0.499
H 1.78853 1.57131 0.27754 0.095 1.099 0.808
H 0.64586 -1.78609 0.63817 0.605 1.284 -1.109
H -3.24697 -0.93877 -0.13475 1.542 -0.817 0.345
```
Forces are in eV/Å.

What did the sixth record say?
Density functional theory data (ωB97M-V/def2-TZVPD) for a molecular structure, C4H5NaO in a non-equilibrium geometry.

For the HOMO-LUMO gap (spin up / spin down), the calculation gives 0.274 / 0.311 Ha. The calculation puts the HOMO energy (spin up / spin down) at -12.07 / -13.47 eV. Its spin multiplicity is 2. The total charge is +1.

The geometry in XYZ format:
```
11
Properties=species:S:1:pos:R:3:forces:R:3
H 1.35076 1.96992 -0.31298 1.002 -0.277 1.513
C -1.91241 -0.95705 0.46763 0.749 0.348 -0.394
C -0.88666 -0.42646 -0.26578 -1.175 -1.148 0.175
C -0.23822 0.77606 0.08684 0.280 -0.209 1.795
C 1.19105 0.90969 0.05697 -1.575 1.567 -3.995
O 1.95614 0.01689 -0.32801 1.159 -0.489 0.870
Na 4.42937 -0.48723 -0.74936 -0.712 0.129 0.119
H -2.26608 -0.46447 1.37571 -0.008 -0.072 -0.349
H -0.51266 -0.97249 -1.13577 0.092 -0.024 0.412
H -2.30996 -1.94700 0.24255 0.032 0.354 -0.021
H -0.80132 1.58214 0.56221 0.154 -0.179 -0.125
```
Forces are in eV/Å.